Record 1
# C34H35N3O5

C34H35N3O5 as an isolated structure in a non-equilibrium geometry (the ωB97M-V functional and the def2-TZVPD basis, OMol25).

Element x y z (Å)
C -0.798 5.334 4.257
H -1.778 5.615 4.118
O -0.039 5.366 2.950
C -0.576 4.791 1.882
C 0.147 5.076 0.544
C -0.365 4.326 -0.372
C -1.569 3.483 -0.275
C -1.941 3.291 0.848
C -1.574 4.007 2.010
H -2.247 3.818 2.860
H -2.811 2.515 1.102
C -1.625 2.611 -1.427
N -1.432 1.261 -1.501
C -2.442 0.181 -1.141
O -3.513 0.645 -1.388
C -2.218 -1.144 -0.924
C -2.275 -1.989 -2.200
C -1.964 -3.351 -1.925
C -1.517 -4.032 -0.695
C -1.685 -3.086 0.523
C -1.765 -1.639 0.248
H -1.903 -1.041 1.320
H -1.409 -3.550 1.499
O -1.506 -5.265 -0.314
C -1.475 -6.079 -1.550
C -1.248 -5.517 -2.901
H -1.632 -5.961 -3.848
O -1.745 -4.286 -3.003
H -0.276 -5.283 -2.742
H -1.417 -7.057 -1.396
H -2.766 -6.188 -1.551
H -2.272 -1.593 -3.136
C -0.026 0.824 -1.077
C 0.390 -0.299 -1.863
C 0.301 -0.406 -3.172
C 0.768 -1.792 -3.714
C 0.725 -1.764 -5.326
C 0.716 -3.048 -5.684
C 1.422 -4.018 -4.946
N 1.536 -3.909 -3.503
C 1.015 -2.809 -3.132
C 1.166 -2.627 -1.465
C 0.913 -1.394 -1.019
H 0.939 -1.313 -0.041
H 1.808 -3.414 -1.086
H 1.662 -5.041 -5.567
H 0.750 -3.140 -6.984
H 0.077 -0.993 -5.984
H 0.076 0.321 -3.717
H 0.513 1.771 -1.411
C 0.386 0.873 0.404
O -0.444 0.765 1.272
N 1.740 0.940 0.513
H 2.121 1.113 -0.216
C 2.107 1.066 1.891
C 1.555 2.177 2.899
C 2.388 2.454 4.079
C 2.120 1.120 4.968
C 2.746 -0.174 4.139
C 1.781 -0.348 2.747
H 2.501 -0.979 2.009
H 0.893 -0.392 2.838
H 3.850 0.013 3.903
H 2.460 -0.921 4.736
H 2.559 1.157 5.794
H 1.018 0.915 5.002
H 3.329 2.605 3.965
H 1.893 3.071 4.808
H 1.752 3.385 2.285
H 0.297 1.989 3.077
H 3.285 1.164 1.895
H -2.949 2.521 -1.661
H -1.248 2.991 -2.389
H 0.532 4.273 -1.216
H 0.892 5.667 0.559
H -0.606 4.286 4.513
H -0.069 6.058 5.005

For the lowest unoccupied orbital energy, the calculation gives -0.263 eV. Its HOMO-LUMO gap is 0.2777 Ha. As for the HOMO energy: -7.82 eV. As for the energy: -1856.1229 Eh. The value obtained for the energy above the lowest of the compared OMol25 structures with the same formula, charge and spin is 2646.23 kJ/mol.

---

Record 2
# C34H35N6O3S2V

C34H35N6O3S2V as an isolated structure (the ωB97M-V functional and the def2-TZVPD basis, OMol25).

Element x y z (Å)
V -0.930 -0.617 -0.261
C -4.054 1.454 -2.009
C -3.262 0.231 -1.705
O -2.444 0.341 -0.694
C -3.413 -0.963 -2.373
C -2.858 -2.169 -1.936
C -3.316 -3.464 -2.517
N -1.966 -2.175 -0.940
N -1.702 -3.396 -0.395
C -1.012 -3.205 0.682
O -0.784 -1.931 0.997
C -0.474 -4.259 1.535
C -0.834 -5.585 1.290
C -0.321 -6.587 2.094
C 0.545 -6.270 3.134
C 0.903 -4.950 3.375
C 0.393 -3.940 2.577
H -3.443 2.343 -1.870
H -4.899 1.511 -1.319
H -4.444 1.425 -3.024
H -4.123 -1.000 -3.187
H -3.936 -3.290 -3.392
H -3.890 -4.017 -1.773
H -2.459 -4.085 -2.773
H -1.512 -5.824 0.482
H -0.599 -7.616 1.914
H 0.940 -7.058 3.761
H 1.574 -4.711 4.188
H 0.662 -2.908 2.763
C 5.053 1.115 -2.329
C 4.430 -0.267 -2.353
N 3.605 -0.509 -1.144
C 4.325 -1.101 -0.001
C 4.309 -2.619 -0.059
C 2.335 -0.211 -1.106
S 1.425 -0.531 0.335
N 1.824 0.414 -2.211
C 0.595 0.343 -2.541
O -0.286 -0.488 -1.919
C 0.040 1.114 -3.656
C -1.085 0.679 -4.353
C -1.567 1.424 -5.416
C -0.938 2.609 -5.774
C 0.185 3.045 -5.082
C 0.685 2.295 -4.033
H 5.687 1.242 -3.206
H 5.675 1.263 -1.446
H 4.284 1.887 -2.348
H 5.188 -1.050 -2.347
H 3.810 -0.413 -3.232
H 3.876 -0.736 0.921
H 5.338 -0.703 -0.044
H 3.292 -3.001 0.036
H 4.903 -3.023 0.761
H 4.734 -2.990 -0.992
H -1.549 -0.261 -4.096
H -2.422 1.073 -5.979
H -1.316 3.191 -6.604
H 0.677 3.965 -5.366
H 1.567 2.618 -3.496
S -2.179 3.145 5.024
C -1.724 2.230 3.625
C -0.705 2.565 2.730
C -0.443 1.739 1.664
N -1.136 0.612 1.428
C -2.127 0.285 2.286
C -2.441 1.049 3.375
C -0.986 4.459 5.025
C 0.219 4.326 5.699
C 1.103 5.395 5.665
N 0.857 6.538 5.028
C -0.314 6.655 4.408
C -1.271 5.650 4.373
H -0.112 3.458 2.862
H 0.346 1.979 0.966
H -2.674 -0.623 2.075
H -3.241 0.730 4.030
H 0.463 3.423 6.244
H 2.054 5.329 6.182
H -0.501 7.600 3.911
H -2.211 5.798 3.859

For the lowest unoccupied orbital energy (spin up / spin down), the calculation gives -7.756 / -7.757 eV. Its HOMO-LUMO gap (spin up / spin down) is 0.2172 / 0.2172 Ha. The charge is +2. As for the HOMO energy (spin up / spin down): -13.67 / -13.67 eV. As for the energy: -3610.8114 Eh.

---

Record 3
# C34H35NO4

A 2-piece molecular cluster, C34H35NO4 overall in a non-equilibrium geometry (the ωB97M-V functional and the def2-TZVPD basis, OMol25).

Element x y z (Å)
C -5.352 5.459 -1.012
O -5.195 4.037 -0.727
C -3.976 3.450 -0.811
C -3.888 2.077 -0.460
C -2.673 1.436 -0.415
C -1.439 2.117 -0.679
C -0.179 1.477 -0.516
C 1.086 2.126 -0.629
C 2.274 1.430 -1.028
C 3.486 2.067 -1.164
C 3.622 3.443 -0.859
O 4.843 4.009 -1.030
C 4.999 5.440 -0.784
C 2.481 4.154 -0.419
C 1.271 3.502 -0.309
C -1.585 3.454 -1.159
C -2.794 4.118 -1.220
H -6.420 5.623 -0.870
H -4.775 6.079 -0.305
H -5.066 5.694 -2.051
H -4.819 1.572 -0.224
H -2.638 0.379 -0.164
H -0.187 0.405 -0.334
H 2.199 0.370 -1.256
H 4.374 1.547 -1.517
H 6.063 5.611 -0.949
H 4.400 6.032 -1.498
H 4.727 5.705 0.252
H 2.559 5.218 -0.175
H 0.432 4.083 0.063
H -0.714 3.989 -1.518
H -2.843 5.149 -1.579
C 1.487 -1.451 5.139
C 2.255 -1.561 3.836
C 1.897 -0.407 2.913
C 3.760 -1.628 4.097
O 1.889 -2.837 3.178
C 0.587 -2.781 2.692
C 0.479 -2.562 1.227
N -0.581 -3.083 0.709
C -0.879 -3.420 -0.516
C -2.179 -4.017 -0.754
C -2.646 -4.294 -2.056
C -3.953 -4.737 -2.237
C -4.785 -4.934 -1.123
C -4.293 -4.744 0.179
C -2.984 -4.300 0.360
C 0.083 -3.075 -1.568
C -0.329 -2.094 -2.473
C 0.613 -1.488 -3.301
C 1.932 -1.956 -3.303
C 2.323 -2.998 -2.454
C 1.415 -3.523 -1.536
O -0.397 -2.862 3.396
H 1.826 -2.227 5.833
H 1.633 -0.464 5.593
H 0.423 -1.608 4.943
H 2.368 -0.543 1.933
H 0.805 -0.349 2.800
H 2.242 0.546 3.325
H 4.327 -1.790 3.169
H 4.106 -0.681 4.537
H 4.000 -2.433 4.808
H 1.274 -2.030 0.684
H -1.985 -4.130 -2.908
H -4.325 -4.910 -3.250
H -5.817 -5.253 -1.276
H -4.928 -4.925 1.047
H -2.572 -4.127 1.355
H -1.373 -1.777 -2.463
H 0.303 -0.644 -3.918
H 2.661 -1.488 -3.965
H 3.348 -3.374 -2.482
H 1.717 -4.293 -0.825

For the lowest unoccupied orbital energy, the calculation gives -3.138 eV. Its HOMO-LUMO gap is 0.0510 Ha. As for the HOMO energy: -4.53 eV. As for the energy: -1672.1280 Eh.

---

Record 4
# C34H36AlAsNO3

C34H36AlAsNO3 as an isolated structure in a non-equilibrium geometry (the ωB97M-V functional and the def2-TZVPD basis, OMol25).

Element x y z (Å)
Al -0.817 -0.773 -1.320
O 0.456 -2.164 -1.387
C 0.992 -2.643 -2.640
C 1.890 -1.623 -3.320
C 1.194 -0.261 -3.564
C -0.200 -0.380 -4.133
C -0.459 -0.240 -5.461
C -1.776 -0.323 -5.975
C -2.810 -0.546 -5.022
C -2.509 -0.682 -3.707
N -1.212 -0.635 -3.208
H 1.632 -2.440 -0.638
H 0.173 -2.916 -3.308
H 1.555 -3.551 -2.405
H 2.196 -2.027 -4.291
H 2.798 -1.487 -2.724
H 1.808 0.321 -4.255
H 1.182 0.344 -2.651
H 0.378 -0.037 -6.123
H -1.986 -0.207 -7.029
H -3.847 -0.613 -5.331
H -3.276 -0.855 -2.965
C -1.124 1.148 -0.583
H -0.160 1.564 -0.257
H -1.718 0.990 0.309
O 2.016 -4.559 -0.222
C 2.540 -3.555 0.203
O 2.127 -2.323 0.016
H 3.399 -3.586 0.891
C 4.833 -2.783 3.655
C 3.609 -3.313 4.030
C 2.427 -2.662 3.690
C 2.460 -1.481 2.958
C 3.696 -0.970 2.561
C 4.874 -1.605 2.918
As 0.858 -0.498 2.383
C -0.431 -1.235 3.630
C -1.174 -2.393 3.457
C -2.082 -2.775 4.436
C -2.254 -1.987 5.569
C -1.523 -0.818 5.730
C -0.605 -0.437 4.761
C 0.246 0.784 4.800
C 0.262 1.735 5.811
C 1.103 2.835 5.715
C 1.922 2.998 4.603
C 1.902 2.053 3.585
C 1.078 0.943 3.691
H 5.751 -3.290 3.924
H 3.567 -4.240 4.588
H 1.478 -3.080 4.000
H 3.735 -0.072 1.954
H 5.825 -1.191 2.607
H -1.053 -2.988 2.559
H -2.664 -3.679 4.310
H -2.968 -2.281 6.328
H -1.674 -0.207 6.613
H -0.380 1.625 6.677
H 1.113 3.574 6.506
H 2.567 3.864 4.527
H 2.529 2.187 2.712
C -1.958 3.443 -4.717
C -2.825 3.577 -3.458
C -4.257 3.138 -3.781
C -2.837 5.036 -2.986
C -2.254 2.710 -2.409
C -1.759 2.013 -1.562
H -2.337 4.096 -5.509
H -1.968 2.412 -5.076
H -0.927 3.726 -4.498
H -4.673 3.770 -4.571
H -4.891 3.225 -2.897
H -4.264 2.102 -4.115
H -3.301 5.673 -3.744
H -1.820 5.390 -2.809
H -3.398 5.135 -2.056

For the lowest unoccupied orbital energy (spin up / spin down), the calculation gives 2.518 / 2.522 eV. Its HOMO-LUMO gap (spin up / spin down) is 0.1579 / 0.1555 Ha. The charge is -1. As for the HOMO energy (spin up / spin down): -1.78 / -1.71 eV. As for the energy: -4075.8458 Eh. The value obtained for the energy above the lowest of the compared OMol25 structures with the same formula, charge and spin is 150.03 kJ/mol.

---

Record 5
# C34H36BrInN4O2P

C34H36BrInN4O2P as an isolated structure (the ωB97M-V functional and the def2-TZVPD basis, OMol25).

Element x y z (Å)
In -0.027 -0.131 0.479
C 1.219 -3.127 2.163
C 2.568 -2.489 1.854
C 3.030 -2.790 0.430
C 2.598 -0.986 2.168
C 4.024 -0.444 2.256
O 4.011 0.729 1.404
C 2.880 0.782 0.746
N 1.998 -0.118 1.108
C 2.858 1.826 -0.311
C 4.127 2.224 -0.741
C 4.297 3.200 -1.712
C 3.194 3.816 -2.268
C 1.921 3.435 -1.860
C 1.731 2.445 -0.904
P 0.011 2.188 -0.406
C -0.360 3.340 0.916
C -0.228 2.950 2.249
C -0.393 3.879 3.263
C -0.687 5.199 2.949
C -0.807 5.596 1.623
C -0.639 4.673 0.603
C -1.078 2.397 -1.814
C -2.359 2.923 -1.647
C -3.214 2.997 -2.738
C -2.799 2.542 -3.981
C -1.529 2.000 -4.143
C -0.667 1.920 -3.063
H 1.220 -4.182 1.893
H 0.401 -2.656 1.601
H 0.979 -3.060 3.225
H 3.302 -2.928 2.537
H 2.274 -2.506 -0.307
H 3.221 -3.856 0.316
H 3.953 -2.268 0.171
H 2.049 -0.784 3.093
H 4.764 -1.126 1.840
H 4.327 -0.136 3.253
H 5.004 1.763 -0.314
H 5.296 3.477 -2.018
H 3.312 4.590 -3.015
H 1.062 3.925 -2.300
H 0.018 1.926 2.511
H -0.290 3.578 4.297
H -0.819 5.924 3.741
H -1.026 6.627 1.382
H -0.721 4.997 -0.427
H -2.691 3.285 -0.682
H -4.200 3.423 -2.616
H -3.465 2.615 -4.830
H -1.207 1.653 -5.115
H 0.329 1.515 -3.203
Br -5.036 -0.631 5.041
C -3.624 -0.476 3.850
C -3.861 -0.244 2.496
C -2.786 -0.138 1.647
N -1.509 -0.253 2.070
C -1.287 -0.463 3.381
C -2.307 -0.581 4.295
H -4.867 -0.144 2.114
H -2.944 0.053 0.591
H -0.257 -0.525 3.704
H -2.082 -0.747 5.339
N -0.617 -1.797 -0.653
C -0.688 -2.841 -1.174
N -0.764 -3.981 -1.737
C -0.292 -4.205 -3.138
C -1.483 -4.644 -3.975
O -2.101 -5.767 -3.392
C -2.653 -5.475 -2.130
C -1.550 -5.108 -1.149
H 0.460 -4.992 -3.090
H 0.160 -3.287 -3.510
H -1.142 -4.938 -4.966
H -2.200 -3.819 -4.080
H -3.168 -6.369 -1.783
H -3.382 -4.657 -2.207
H -0.856 -5.939 -1.025
H -1.937 -4.804 -0.178

For the lowest unoccupied orbital energy, the calculation gives -8.322 eV. Its HOMO-LUMO gap is 0.3169 Ha. The charge is +3. As for the HOMO energy: -16.95 eV. As for the energy: -4791.3403 Eh. The value obtained for the energy above the lowest of the compared OMol25 structures with the same formula, charge and spin is 0.00 kJ/mol.

---

Record 6
# C34H36F2N5NaO3P

C34H36F2N5NaO3P as an isolated structure (the ωB97M-V functional and the def2-TZVPD basis, OMol25).

Element x y z (Å)
Na -0.213 -0.744 0.208
C -0.877 -5.157 1.458
C -0.980 -3.794 1.126
N 0.054 -3.066 0.775
C 1.284 -3.625 0.750
C 1.491 -5.005 1.037
C 0.350 -5.758 1.396
C 2.785 -5.558 0.976
C 3.843 -4.745 0.638
C 3.668 -3.388 0.375
C 2.409 -2.768 0.440
N 2.173 -1.477 0.163
C 3.039 -0.476 0.400
C 3.961 -0.443 1.457
C 4.731 0.685 1.733
C 4.657 1.819 0.957
C 3.780 1.836 -0.145
C 3.672 2.943 -1.016
C 2.834 2.883 -2.094
C 2.065 1.722 -2.281
N 2.110 0.685 -1.483
C 2.963 0.705 -0.433
H -1.762 -5.706 1.753
H -1.938 -3.282 1.145
H 0.465 -6.813 1.621
H 2.930 -6.608 1.204
H 4.842 -5.164 0.582
H 4.521 -2.778 0.106
H 4.037 -1.313 2.097
H 5.396 0.665 2.590
H 5.260 2.692 1.178
H 4.258 3.832 -0.810
H 2.745 3.708 -2.790
H 1.364 1.655 -3.110
N -0.070 2.467 0.098
C -0.218 2.896 1.399
C -0.649 4.173 1.695
C -0.738 4.621 3.022
C -0.399 3.802 4.064
C 0.028 2.480 3.805
C 0.341 1.558 4.826
C 0.713 0.286 4.495
C 0.768 -0.074 3.137
N 0.483 0.748 2.161
C 0.126 2.016 2.469
H -0.767 2.780 -0.558
H 0.141 1.483 0.014
H -0.910 4.838 0.879
H -1.077 5.631 3.215
H -0.470 4.146 5.089
H 0.276 1.871 5.862
H 0.943 -0.451 5.253
H 1.037 -1.087 2.850
C -2.787 -2.102 -4.582
C -3.528 -1.846 -3.280
O -3.399 -0.493 -2.863
P -2.202 -0.097 -1.783
O -2.850 1.308 -1.326
C -4.044 1.338 -0.518
C -5.024 2.313 -1.140
O -1.051 0.519 -2.746
C -1.306 1.578 -3.676
C -0.674 1.239 -5.013
H -2.931 -3.134 -4.907
H -1.721 -1.920 -4.440
H -3.155 -1.436 -5.365
H -3.148 -2.519 -2.503
H -4.596 -2.036 -3.403
H -3.761 1.641 0.485
H -4.482 0.342 -0.458
H -4.573 3.304 -1.223
H -5.911 2.385 -0.507
H -5.320 1.978 -2.135
H -0.862 2.492 -3.274
H -2.379 1.736 -3.787
H 0.371 0.961 -4.871
H -0.724 2.106 -5.674
H -1.192 0.405 -5.486
F -3.394 -1.261 1.455
C -2.166 -0.634 1.935
F -2.642 0.646 2.405
H -2.025 -1.161 2.905

For the lowest unoccupied orbital energy, the calculation gives 2.178 eV. Its HOMO-LUMO gap is 0.2053 Ha. The charge is -1. As for the HOMO energy: -3.41 eV. As for the energy: -2520.2454 Eh. The value obtained for the energy above the lowest of the compared OMol25 structures with the same formula, charge and spin is 62.92 kJ/mol.